No. 1
An isolated molecule of C5H7NO3 in a non-equilibrium geometry, computed with ωB97M-V/def2-TZVPD.

Cartesian coordinates (Å):
C1 -1.955 -1.714 0.013
N1 -1.313 -0.441 0.034
C2 0.478 1.191 0.367
C3 -0.045 -0.245 0.432
C4 1.888 1.371 0.033
C5 2.645 0.450 -0.556
O1 -2.116 0.587 -0.486
O2 -0.263 2.131 0.604
O3 0.638 -1.151 0.888
H1 -1.827 1.421 -0.056
H2 2.282 2.363 0.289
H3 -1.201 -2.465 0.243
H4 -2.750 -1.738 0.768
H5 -2.407 -1.886 -0.975
H6 2.262 -0.523 -0.818
H7 3.683 0.650 -0.780

Summary:
SMILES = C=CC(=O)C(=O)N(C)O
Multiplicity = 1
Max |F| = 1.05 eV/A
Frontier orbital gap = 8.78 eV
Energy relative to the best compared isomer or geometry (same formula, charge and spin) = 81.4 kcal per mole

***

No. 2
A structure of composition C5H7NO3 in a non-equilibrium geometry, computed with ωB97M-V/def2-TZVPD.

Cartesian coordinates (Å):
C1 1.889 0.494 1.207
C2 1.316 0.293 0.009
C3 0.103 1.079 -0.406
C4 -2.824 -0.176 0.374
C5 1.798 -0.771 -0.892
N1 -1.229 -0.276 -0.854
O1 -0.368 2.136 -0.393
O2 -1.566 -0.925 0.356
O3 -2.448 0.500 -0.791
H1 2.816 -0.074 1.388
H2 1.449 1.040 1.950
H3 -3.749 -0.721 0.328
H4 -3.061 0.423 1.290
H5 2.843 -0.550 -1.053
H6 1.429 -0.650 -1.976
H7 1.602 -1.821 -0.538

Summary:
Multiplicity = 1
Max |F| = 4.37 eV/A
Frontier orbital gap = 7.78 eV
Energy relative to the best compared isomer or geometry (same formula, charge and spin) = 185.9 kcal per mole

***

No. 3
A structure of composition C5H7NO3S in a non-equilibrium geometry, computed with ωB97M-V/def2-TZVPD.

Cartesian coordinates (Å):
C1 -0.910 1.101 -0.997
C2 0.993 -0.431 1.402
C3 0.598 0.800 0.928
C4 -1.484 0.444 -2.265
C5 2.212 -0.873 2.112
N1 -0.367 0.379 -0.057
O1 0.842 1.944 1.194
O2 0.560 -1.963 -0.954
O3 -1.227 -1.946 0.764
S1 -0.021 -1.372 0.219
H1 -0.833 2.092 -1.104
H2 -2.238 -0.350 -2.132
H3 -1.922 1.289 -2.830
H4 -0.744 -0.020 -2.955
H5 3.110 -0.181 2.071
H6 2.756 -1.740 1.629
H7 1.958 -1.250 3.096

Summary:
Multiplicity = 3
Max |F| = 6.10 eV/A
⟨S²⟩ = 2.013
Frontier orbital gap (spin up / spin down) = 6.88 / 7.87 eV
Energy relative to the best compared isomer or geometry (same formula, charge and spin) = 3.3 kcal per mole